Entry from OMol25: C23H55N3OP4SY as an isolated structure at a distorted geometry (ωB97M-V/def2-TZVPD).

The value obtained for the HOMO energy (spin up / spin down) is -16.110 / -15.443 eV. The total charge is +3. The calculation puts the orbital gap (spin up / spin down) at 0.16476 / 0.08052 hartree. For the LUMO energy (spin up / spin down), the calculation gives -11.6 / -13.3 eV. The calculation puts the energy above the lowest of the compared OMol25 structures with the same formula, charge and spin at 59.2 kcal per mole. The value obtained for the calculated total energy is -80270.070 eV.

Positions of all 88 atoms, in Å:
Y: 0.496224 -0.643363 -0.050596
P: 2.099237 1.574954 0.845566
P: -1.579059 0.371829 1.805469
P: -1.025979 1.626947 -1.166979
H: 0.601259 -4.635524 -6.994401
C: 0.819914 -3.679007 -7.488648
C: 1.995852 -3.045456 -7.365692
H: 2.754416 -3.334764 -6.640484
C: 3.641290 0.905706 1.588955
C: 1.653847 2.802247 2.142032
C: 2.850779 2.695105 -0.412070
C: -3.204822 -0.477475 1.615866
C: -1.132230 -0.241853 3.480978
C: -2.156756 2.066765 2.271494
C: -0.653744 1.860331 -2.947479
C: -0.749471 3.352894 -0.623800
C: -2.859109 1.526635 -1.304793
H: 0.044992 -3.289013 -8.158680
H: 2.236848 -2.233932 -8.059024
H: 3.939097 0.015630 1.022123
H: 3.507863 0.616510 2.637316
H: 4.446537 1.649922 1.531188
H: 1.242713 2.281724 3.015691
H: 0.899866 3.514760 1.786972
H: 2.536887 3.373520 2.460525
H: 3.139419 2.108871 -1.294361
H: 3.749587 3.163064 0.013209
H: 2.167319 3.487391 -0.736205
H: -3.915891 -0.060833 2.344610
H: -3.075434 -1.550493 1.811787
H: -3.606103 -0.349190 0.602889
H: -1.646911 0.370765 4.233997
H: -0.052413 -0.125490 3.636819
H: -1.414533 -1.297075 3.615068
H: -2.751309 1.991318 3.194747
H: -2.789234 2.531017 1.502894
H: -1.300088 2.725806 2.472299
H: -1.371302 2.589610 -3.347291
H: -0.752599 0.913802 -3.488832
H: 0.370463 2.227671 -3.084193
H: -1.298214 4.016305 -1.304507
H: 0.317718 3.594080 -0.676928
H: -1.087337 3.523659 0.402895
H: -3.159380 2.148783 -2.160059
H: -3.377435 1.870247 -0.401418
H: -3.140079 0.482991 -1.496989
C: 0.755757 -1.933310 -3.452140
C: -0.586173 -1.842247 -3.871587
C: -1.156868 -2.918217 -4.545945
C: -0.457583 -4.122165 -4.695309
C: 0.881744 -4.212478 -4.294245
C: 1.495404 -3.110299 -3.727271
S: 1.526395 -0.671217 -2.590873
H: -1.070478 -1.076030 -1.167464
H: -1.182519 -0.970383 -3.586658
H: -2.162241 -2.780916 -4.941838
H: -0.884060 -4.993723 -5.181773
H: 1.477219 -5.108921 -4.482233
H: 2.542590 -3.157110 -3.455689
C: 3.679017 -4.811002 2.576334
N: 2.938420 -3.786839 1.823057
C: 3.075794 -3.893213 0.364947
P: 1.572349 -3.120111 2.461259
O: 1.118882 -1.972396 1.553239
N: 0.278712 -4.114422 2.695143
C: -0.832456 -4.144645 1.725317
C: 0.400198 -5.332099 3.514755
N: 2.062841 -2.738761 3.987577
C: 1.115033 -2.538963 5.091215
C: 3.286718 -1.933349 4.140967
H: 4.729895 -4.803532 2.258152
H: 3.295028 -5.826219 2.391283
H: 3.653403 -4.612038 3.653772
H: 2.353920 -4.614095 -0.064874
H: 2.954433 -2.911232 -0.133050
H: 4.091302 -4.256255 0.147521
H: -0.534436 -3.723959 0.749887
H: -1.130323 -5.190693 1.577991
H: -1.705351 -3.594177 2.117109
H: 0.167191 -6.201555 2.890376
H: 1.404095 -5.470313 3.931406
H: -0.307987 -5.337655 4.354094
H: 1.605758 -2.808867 6.040374
H: 0.818154 -1.484168 5.142806
H: 0.213237 -3.145178 4.966059
H: 3.814858 -2.236365 5.060318
H: 3.960896 -2.062527 3.282731
H: 3.027635 -0.866449 4.223703

Atomic forces in eV per Å
Y -0.793 0.591 0.960
P 0.989 1.319 0.495
P -0.907 -0.304 0.947
P -0.187 0.392 -0.553
H 0.251 0.388 -0.326
C -1.558 -0.828 -0.139
C 1.109 0.696 -0.141
H -0.152 0.033 -0.138
C 0.079 -0.374 -0.150
C -0.451 -0.070 0.124
C 0.007 -0.197 -0.283
C 0.038 -0.015 -0.266
C 0.290 0.175 0.203
C 0.219 0.246 -0.115
C 0.100 -0.076 -0.137
C -0.066 0.138 0.103
C 0.048 -0.176 0.080
H 0.254 -0.178 0.273
H 0.021 -0.195 0.310
H 0.176 0.101 0.171
H -0.114 0.047 -0.264
H -0.240 -0.183 0.027
H 0.103 0.118 -0.104
H 0.167 -0.189 0.010
H -0.131 -0.249 -0.189
H 0.052 0.207 0.128
H -0.277 -0.124 -0.122
H 0.223 -0.252 0.106
H 0.206 -0.161 -0.187
H -0.063 0.282 -0.113
H 0.069 -0.071 0.330
H 0.080 -0.305 -0.126
H -0.216 -0.124 0.046
H 0.190 0.337 -0.125
H 0.181 -0.084 -0.324
H 0.262 -0.184 0.208
H -0.270 -0.164 -0.031
H 0.304 -0.141 -0.033
H -0.035 0.365 0.066
H -0.202 -0.030 0.002
H 0.114 -0.016 0.218
H -0.403 -0.026 -0.062
H 0.029 -0.010 -0.290
H -0.051 -0.136 0.354
H 0.147 -0.082 -0.292
H 0.021 0.288 -0.010
C 0.543 0.455 0.525
C -0.944 -0.642 -0.075
C -0.394 1.162 0.214
C 0.417 -0.031 -0.668
C 0.919 0.480 0.382
C 0.150 -0.800 -0.269
S 0.287 -0.768 -0.696
H -0.295 -0.190 -0.082
H 0.277 -0.422 -0.367
H 0.147 -0.350 0.200
H -0.354 0.175 0.156
H -0.355 0.169 0.164
H -0.005 0.091 -0.005
C 0.326 -0.379 0.049
N -0.184 0.249 -0.413
C -0.010 -0.151 -0.070
P 0.153 -0.523 1.515
O 0.061 -0.149 -0.463
N 0.204 0.074 -0.654
C -0.098 0.116 0.201
C -0.058 -0.328 0.179
N -0.123 0.272 -0.591
C 0.000 0.057 0.211
C 0.186 -0.015 0.147
H -0.254 0.111 0.059
H 0.011 0.269 0.036
H -0.066 -0.007 -0.374
H 0.281 0.235 0.051
H 0.048 -0.400 0.298
H -0.361 0.170 0.005
H -0.203 -0.168 0.383
H 0.039 0.325 -0.078
H 0.264 -0.190 -0.240
H 0.157 0.072 0.129
H -0.236 0.223 -0.155
H 0.094 0.153 -0.209
H -0.189 0.053 -0.372
H 0.045 -0.159 0.147
H 0.303 0.114 0.018
H -0.203 0.126 -0.351
H -0.265 -0.029 0.332
H 0.075 -0.229 0.091